The following is a quantum chemistry calculation of a structure of composition C17H21N2O7RhS2Se2 at a distorted geometry, from the OMol25 dataset.

Output
Net charge   -2
2S+1   1
HOMO energy (spin up / spin down)   -2.20 / -2.20 eV
Kohn-Sham gap (spin up / spin down)   5.68 / 5.68 eV

Each line ends with the Löwdin charge.
CARTESIAN COORDINATES (ANGSTROEM)
Rh (-0.207, -0.247, -0.001)  0.5398
O (-2.332, 6.231, 1.911)  -0.0593
C (-1.737, 5.534, 2.756)  -0.7130
O (-1.347, 5.837, 3.906)  -0.0778
C (-1.415, 4.095, 2.322)  -0.1084
C (-0.217, 3.495, 2.697)  -0.0117
C (0.076, 2.220, 2.264)  -0.1341
N (-0.756, 1.488, 1.515)  0.0513
C (-1.928, 2.045, 1.164)  -0.1666
C (-2.274, 3.335, 1.539)  0.0500
C (-2.865, 1.209, 0.294)  -0.6220
O (-4.053, 1.526, 0.255)  0.0037
O (-2.319, 0.222, -0.296)  -0.2018
H (0.470, 4.040, 3.332)  0.1066
H (1.019, 1.753, 2.514)  0.0838
H (-3.219, 3.738, 1.205)  0.1223
O (-0.036, -4.810, -3.852)  -0.0720
C (-1.271, -4.131, -3.579)  -0.2188
C (-1.036, -2.940, -2.650)  -0.5752
C (-2.423, -2.345, -2.364)  -0.2653
O (-3.286, -3.276, -1.714)  -0.1050
C (-0.282, -3.422, -1.395)  -0.5291
Se (-0.788, -2.618, 0.307)  0.6935
C (-0.184, -1.907, -3.384)  -0.5170
Se (0.268, -0.272, -2.387)  0.6889
H (-0.245, -5.592, -4.367)  0.0714
H (-1.985, -4.808, -3.102)  0.1195
H (-1.706, -3.769, -4.522)  0.1211
H (-2.892, -2.089, -3.322)  0.1268
H (-2.345, -1.429, -1.779)  0.0596
H (-3.023, -3.222, -0.780)  0.0134
H (0.781, -3.227, -1.527)  0.0041
H (-0.397, -4.501, -1.274)  0.0594
H (-0.719, -1.563, -4.274)  0.0558
H (0.748, -2.376, -3.702)  0.0371
C (1.687, -0.804, 2.202)  -0.1692
C (1.599, -0.484, 0.723)  -0.9234
O (1.934, 0.763, 0.385)  -0.2739
H (2.632, -0.449, 2.624)  0.0768
H (1.593, -1.878, 2.367)  0.0403
H (0.861, -0.308, 2.712)  0.0543
S (2.718, -1.931, -0.118)  0.8900
C (3.483, -1.168, -1.425)  -1.0087
N (3.771, 0.109, -1.482)  -0.0533
C (4.053, 0.567, -2.836)  -0.2491
C (4.724, -0.609, -3.537)  -0.4373
S (3.859, -2.064, -2.884)  0.9150
H (3.052, 0.669, -0.750)  0.1563
H (4.716, 1.431, -2.819)  0.1148
H (3.097, 0.833, -3.299)  0.0932
H (5.773, -0.678, -3.245)  0.0692
H (4.646, -0.573, -4.621)  0.0737